(1)
Density functional theory data (wB97M-V/def2-TZVPD) for 2 unconnected molecules or ions with the total composition C6H14N2O2 in a non-equilibrium geometry.

The geometry in XYZ format:
```
24
Properties=species:S:1:pos:R:3:forces:R:3
C -2.439221 -1.528987 -0.959948 1.854 0.006 -0.759
C -2.163020 1.529788 1.255845 -0.597 -0.780 -0.521
C -1.763440 -0.319008 -0.315749 -2.114 0.548 -0.068
O -0.940720 0.345810 -0.915692 0.386 -0.129 -0.038
N -2.421749 0.147798 0.800609 1.652 -0.287 -0.408
H -3.222125 -1.171587 -1.631462 -0.259 0.025 0.479
H -2.887875 -0.565498 1.335728 -0.257 0.446 0.240
H -1.391648 1.939627 0.594291 -0.072 -0.155 0.425
H -1.669686 -1.905676 -1.659072 -0.376 -0.286 0.443
H -2.752354 -2.308265 -0.272642 -0.234 0.038 -0.012
H -3.096312 2.023333 1.008833 -0.027 0.702 0.456
H -1.906879 1.620739 2.315822 -0.034 -0.114 -0.288
C 2.943055 0.255108 -1.854221 3.318 -1.302 2.092
C 1.340361 -0.246353 1.520782 0.552 0.368 1.344
C 2.473424 -0.146548 0.514480 -1.877 2.435 -0.748
O 3.638541 -0.008173 0.823025 0.406 -1.054 0.051
N 2.006172 0.171008 -0.732537 0.134 -0.379 -2.345
H 1.049492 0.263517 -1.045276 -0.315 -0.435 1.106
H 2.722808 0.552646 -2.870588 -0.991 0.791 0.441
H 0.878747 -1.224500 1.603092 0.205 -0.253 0.078
H 3.823624 0.754644 -1.368358 -0.603 0.392 -1.186
H 3.440240 -0.730801 -2.006136 -0.603 0.078 0.033
H 1.806871 0.080051 2.466721 -0.248 -0.684 -0.116
H 0.531693 0.471329 1.392453 0.098 0.028 -0.698
```
Positions in Å, forces in eV/Å.

Properties
- net charge = 0
- energy above the lowest of the compared OMol25 structures with the same formula, charge and spin (kJ/mol) = 139.7
- spin multiplicity = 1
- E_LUMO (eV) = 0.582
- HOMO level (eV) = -8.93
- Kohn-Sham gap (eV) = 9.5
- SMILES = CNC(C)=O.CNC(C)=O
- total energy (Eh) = -497.004306
- max |F| (eV/Å) = 4.13

***

(2)
Density functional theory data (wB97M-V/def2-TZVPD) for 2 unconnected molecules or ions with the total composition C6H14N2O2 in a non-equilibrium geometry.

The geometry in XYZ format:
```
24
Properties=species:S:1:pos:R:3:forces:R:3
C 1.099677 1.548192 -2.123965 -1.697 0.031 2.429
C 3.236485 0.035703 0.472352 -1.370 -2.828 2.846
C 1.587669 0.723413 -0.950027 -3.224 -0.697 -1.341
O 0.685623 -0.011256 -0.451816 2.737 1.059 0.159
N 2.881817 0.809272 -0.606021 -0.228 2.202 -3.867
H 0.009412 1.665924 -1.950234 0.654 0.003 -0.046
H 3.455368 1.327668 -1.332943 -0.628 -1.022 1.960
H 4.189099 -0.520924 0.528762 -0.400 0.847 -0.269
H 1.504744 2.513783 -2.106065 0.907 1.383 -0.535
H 1.154430 1.027891 -3.017521 0.652 -0.864 -1.870
H 2.898279 0.544015 1.390681 1.183 0.041 0.155
H 2.368575 -0.702542 0.439712 1.507 -0.100 0.363
C -1.716946 -2.356612 -0.131619 0.090 -2.950 2.254
C -2.422993 0.951483 1.578190 3.437 0.552 1.386
C -2.661093 -0.522192 1.299096 0.859 -1.980 1.870
O -3.333857 -1.230277 2.069584 0.470 1.006 -1.719
N -1.891352 -1.013734 0.265776 -0.680 1.884 0.395
H -1.143069 -0.380454 0.013655 -0.135 -0.176 -0.317
H -1.846813 -3.080469 0.796699 0.710 1.454 -1.466
H -2.417162 1.243338 2.659692 -0.690 -0.985 -0.678
H -2.445156 -2.815199 -0.781412 -0.563 0.569 -0.671
H -0.727912 -2.496112 -0.593321 -0.323 0.130 0.361
H -1.225829 1.261744 1.402600 -3.433 -0.536 -0.673
H -3.238997 1.477346 1.128146 0.167 0.979 -0.726
```
Positions in Å, forces in eV/Å.

Properties
- net charge = 0
- energy above the lowest of the compared OMol25 structures with the same formula, charge and spin (kJ/mol) = 234.5
- spin multiplicity = 1
- E_LUMO (eV) = 0.498
- HOMO level (eV) = -8.87
- Kohn-Sham gap (eV) = 9.4
- SMILES = CNC(C)=O.CNC(C)=O
- total energy (Eh) = -496.968198
- max |F| (eV/Å) = 4.46

***

(3)
Density functional theory data (wB97M-V/def2-TZVPD) for 2 unconnected molecules or ions with the total composition C6H14N2O2 in a non-equilibrium geometry.

The geometry in XYZ format:
```
24
Properties=species:S:1:pos:R:3:forces:R:3
C 0.427405 -2.935349 -1.761363 1.497 0.380 0.878
C 1.299032 0.701721 -1.287165 -0.153 -0.704 -0.746
C 0.906116 -1.531888 -2.096880 -0.609 -0.754 -0.292
O 0.856570 -1.120288 -3.241169 0.026 0.348 0.093
N 1.288133 -0.741120 -1.062387 0.227 0.709 -0.401
H -0.101932 -2.905201 -0.808224 -0.683 -0.163 -0.408
H 1.464340 -1.092888 -0.143434 -0.223 -0.234 0.095
H 2.011848 1.009787 -2.050464 0.383 -0.103 0.259
H -0.048473 -3.366600 -2.630050 -0.398 -0.039 0.186
H 1.307832 -3.534302 -1.503166 0.064 -0.116 -0.305
H 0.336533 0.972101 -1.717730 -0.150 0.216 0.279
H 1.472389 1.188317 -0.346166 0.197 0.389 0.182
C -0.339461 -0.050319 2.935608 -0.077 -0.831 -1.469
C -1.416589 2.344998 0.182182 -0.574 -0.123 0.763
C -1.537973 1.432728 1.388761 -0.628 -0.755 -0.865
O -2.622798 1.132560 1.850049 0.167 0.371 0.554
N -0.399112 0.744888 1.714241 -0.157 0.640 0.794
H 0.456358 1.052812 1.305941 0.281 0.238 0.044
H -0.308178 0.506797 3.858974 0.016 0.242 0.184
H -0.367686 2.559329 0.021617 -0.094 0.158 -0.744
H -1.202657 -0.699006 2.879250 -0.374 -0.022 0.520
H 0.506141 -0.724437 2.818542 0.279 0.136 0.376
H -1.974933 1.803801 -0.583542 0.725 -0.088 -0.460
H -2.012906 3.251562 0.276573 0.259 0.107 0.483
```
Positions in Å, forces in eV/Å.

Properties
- net charge = 0
- energy above the lowest of the compared OMol25 structures with the same formula, charge and spin (kJ/mol) = 105.0
- spin multiplicity = 1
- E_LUMO (eV) = 0.462
- HOMO level (eV) = -9.75
- Kohn-Sham gap (eV) = 10.2
- SMILES = CNC(C)=O.CNC(C)=O
- total energy (Eh) = -497.017556
- max |F| (eV/Å) = 1.78

***

(4)
Density functional theory data (wB97M-V/def2-TZVPD) for 2 unconnected molecules or ions with the total composition C6H14N2O2 in a non-equilibrium geometry.

The geometry in XYZ format:
```
24
Properties=species:S:1:pos:R:3:forces:R:3
C 0.638891 -2.634325 -0.559241 -0.938 -2.110 -2.570
C 2.907624 0.185365 0.431638 1.326 -0.642 1.132
C 1.851512 -2.075474 0.196071 -1.859 -0.072 -0.770
O 2.367460 -2.630145 1.129520 0.625 0.109 0.277
N 2.093159 -0.803016 -0.237865 0.523 0.742 0.071
H 0.267070 -3.677032 -0.469768 1.155 0.217 1.263
H 1.602589 -0.442240 -1.038812 -0.137 -0.496 -0.033
H 2.426969 1.142146 0.464966 -0.516 0.474 -0.004
H -0.288681 -2.124276 -0.371754 -0.158 0.959 0.260
H 0.684968 -2.736903 -1.699623 0.615 1.135 1.230
H 3.132583 -0.127682 1.470326 -0.447 0.008 -0.506
H 3.905623 0.355864 0.006510 -0.249 -0.272 -0.369
C -2.076116 0.682500 1.843141 -1.488 -0.096 -0.469
C -1.418692 1.822814 -1.682709 0.046 -0.531 -1.304
C -2.084285 1.755091 -0.327954 0.539 0.313 -1.652
O -2.975569 2.552086 -0.129078 -0.115 -0.531 1.218
N -1.661324 0.696248 0.432287 -0.027 0.962 1.194
H -0.694529 0.481415 0.260717 0.115 -0.238 -0.029
H -3.154337 0.422958 1.813772 0.658 -0.364 0.405
H -0.529277 1.197568 -1.885656 -0.347 0.171 0.447
H -1.480439 -0.010716 2.434654 -0.178 -0.049 -0.193
H -2.103692 1.665960 2.310567 0.549 0.200 -0.144
H -2.203787 1.464135 -2.372931 0.342 0.061 0.132
H -1.207720 2.837660 -2.018777 -0.034 0.053 0.413
```
Positions in Å, forces in eV/Å.

Properties
- net charge = 0
- energy above the lowest of the compared OMol25 structures with the same formula, charge and spin (kJ/mol) = 141.5
- spin multiplicity = 1
- E_LUMO (eV) = 0.415
- HOMO level (eV) = -9.95
- Kohn-Sham gap (eV) = 10.4
- SMILES = CNC(C)=O.CNC(C)=O
- total energy (Eh) = -497.003643
- max |F| (eV/Å) = 3.46

***

(5)
Density functional theory data (wB97M-V/def2-TZVPD) for a single C6H14N2O2 molecule in a non-equilibrium geometry.

The geometry in XYZ format:
```
24
Properties=species:S:1:pos:R:3:forces:R:3
C -0.965886 -0.341464 -0.703534 0.090 -0.284 -0.378
C 0.638243 0.073015 2.234642 1.891 1.067 -1.637
C -2.444249 0.059084 -0.630302 0.266 0.002 -0.001
C -0.357847 0.069506 -2.064733 -0.147 -0.205 0.201
C 1.930773 1.501446 0.467578 -0.298 -0.237 -0.223
C 1.069804 0.258072 0.703820 1.212 -0.093 2.127
N -0.875139 -1.785196 -0.542937 -0.201 -0.016 -0.140
O -0.537967 -0.596765 2.034991 -1.169 0.029 -0.979
O 1.753684 -0.851173 0.157129 0.273 -0.145 -0.063
N -0.271818 0.448731 0.291505 -1.620 -0.379 0.935
H 1.804096 -1.574553 0.792464 -0.216 0.134 -0.022
H -0.977732 -2.008597 0.444142 0.061 -0.007 -0.218
H 0.004128 -2.157817 -0.877912 0.005 0.161 0.131
H 1.368658 -0.471444 2.855150 -0.216 -0.043 -0.016
H 0.503347 1.092027 2.616995 0.001 -0.127 0.249
H -0.461191 1.139848 -2.230658 -0.016 0.017 -0.021
H -3.001576 -0.462119 -1.406488 0.025 -0.010 -0.002
H -2.549551 1.136115 -0.755827 -0.018 0.009 0.020
H -2.845238 -0.221994 0.342786 -0.010 0.001 0.021
H 0.692149 -0.212542 -2.122701 0.042 0.019 0.045
H -0.904447 -0.477138 -2.834482 -0.014 0.080 -0.006
H 1.398005 2.394922 0.783288 0.001 0.019 0.030
H 2.175568 1.590969 -0.590811 0.048 0.007 -0.017
H 2.854185 1.397068 1.035895 0.010 0.003 -0.038
```
Positions in Å, forces in eV/Å.

Properties
- net charge = 0
- energy above the lowest of the compared OMol25 structures with the same formula, charge and spin (kJ/mol) = 500.8
- spin multiplicity = 1
- E_LUMO (alpha / beta) (eV) = -0.601 / -1.158
- HOMO level (alpha / beta) (eV) = -9.29 / -9.07
- Kohn-Sham gap (alpha / beta) (eV) = 8.7 / 7.9
- total energy (Eh) = -496.866774
- max |F| (eV/Å) = 2.72